No. 1
Molecular formula: H4S4
Method: DFT, ωB97M-V/def2-TZVPD

Geometry (Å):
1 S 1.9126 2.1952 -2.4885
2 S 0.3106 1.3355 -1.4041
3 H 1.4682 3.4544 -2.6872
4 H -0.6509 1.4575 -2.3438
5 S -0.8605 -1.0497 1.6622
6 S 0.1328 -2.8195 1.9720
7 H -2.0956 -1.4271 2.0554
8 H -0.2172 -3.1462 3.2342

Cartesian forces (eV/Å) of the 3 atoms listed first:
-0.540 -0.338 0.083
0.393 0.682 -0.445
-0.080 -0.182 0.324

Results
Frontier orbital gap ... 0.334 hartree
Maximum force ... 0.9 eV/Å
Structure (SMILES) ... SS.SS
ΔE to the lowest compared entry with this formula, charge and spin ... 27.67 kJ/mol
E_HOMO ... -8.93 eV


No. 2
Molecular formula: H4SSi2
Method: DFT, ωB97M-V/def2-TZVPD

Geometry (Å):
1 Si -1.7805 0.5989 -0.1669
2 Si 0.5260 -0.8849 0.1355
3 S -3.5184 -0.4097 0.1195
4 H -1.5606 1.9510 0.3539
5 H -1.1041 0.7044 -1.5410
6 H 1.6836 -1.7712 0.8180
7 H 1.0967 -1.1358 -1.2495

Cartesian forces (eV/Å) of the 3 atoms listed first:
-1.234 -0.534 -1.203
1.230 -0.621 0.039
1.638 0.533 -0.063

Results
Frontier orbital gap ... 0.224 hartree
Maximum force ... 1.8 eV/Å
ΔE to the lowest compared entry with this formula, charge and spin ... 261.53 kJ/mol
E_HOMO ... -8.53 eV


No. 3
Molecular formula: H52O26
Method: DFT, ωB97M-V/def2-TZVPD

Geometry (Å):
1 O 5.6149 -2.5311 0.5077
2 H 5.2172 -2.6752 1.3664
3 H 6.3482 -3.1455 0.4767
4 O -2.1082 1.0363 -4.8467
5 H -1.5667 1.0400 -5.6360
6 H -1.5519 0.6404 -4.1758
7 O 3.6026 -1.6524 -4.2844
8 H 4.1599 -2.1826 -3.7147
9 H 3.3845 -0.8831 -3.7583
10 O -1.7348 0.6726 1.4246
11 H -2.3338 0.3108 0.7716
12 H -2.2980 0.9114 2.1608
13 O 5.3828 0.3819 1.2632
14 H 5.3830 0.3408 2.2195
15 H 5.7637 -0.4517 0.9871
16 O -0.5666 -0.2738 5.3761
17 H -0.1707 0.3780 4.7977
18 H -1.3407 0.1613 5.7336
19 O -2.6202 3.9080 -0.4075
20 H -2.7406 3.8437 0.5399
21 H -3.3928 4.3813 -0.7161
22 O -0.4642 -2.4423 3.2617
23 H -0.2849 -1.9556 2.4573
24 H -0.4521 -1.7787 3.9515
25 O -3.2106 1.3627 3.5169
26 H -3.8986 0.6972 3.5122
27 H -3.1212 1.6090 4.4375
28 O -4.5204 -0.9757 2.2776
29 H -5.4344 -0.7820 2.0697
30 H -4.1088 -1.1313 1.4275
31 O 0.8286 1.3211 3.7330
32 H 1.6011 1.3000 4.2980
33 H 1.1812 1.4099 2.8476
34 O -1.8465 -4.2456 1.3314
35 H -1.1366 -4.8606 1.5157
36 H -1.5454 -3.4144 1.6983
37 O -0.4918 -1.0731 -3.0321
38 H 0.3357 -1.4227 -3.3627
39 H -0.3488 -0.9668 -2.0917
40 O -3.6366 3.6748 1.9732
41 H -3.4256 2.9378 2.5464
42 H -4.5477 3.5279 1.7191
43 O -1.1437 -3.8806 -1.3895
44 H -0.3454 -3.3693 -1.2573
45 H -1.4326 -4.1074 -0.5055
46 O 0.3520 2.6916 1.1598
47 H -0.5716 2.4408 1.1445
48 H 0.4059 3.4451 0.5720
49 O 4.2598 -3.3931 -1.5263
50 H 4.9462 -3.5000 -2.1848
51 H 4.7313 -3.1846 -0.7198
52 O -0.8947 2.0655 -1.9556
53 H -1.6255 2.5041 -1.5201
54 H -0.7667 1.2590 -1.4561
55 O 2.1537 0.8263 -2.6473
56 H 1.2108 0.8037 -2.4836
57 H 2.2388 1.2488 -3.5019
58 O 0.1044 4.5471 -1.7005
59 H -0.2546 3.6659 -1.5956
60 H -0.3223 4.8881 -2.4865
61 O -3.4754 -0.4700 -0.2255
62 H -4.3613 -0.1347 -0.3637
63 H -3.2015 -0.7863 -1.0864
64 O 4.8250 0.3802 -1.6559
65 H 4.9311 0.3735 -0.7046
66 H 3.8896 0.2319 -1.7942
67 O 1.6371 -2.8020 -2.2238
68 H 2.5468 -3.0998 -2.2280
69 H 1.3222 -2.9800 -3.1100
70 O 0.2681 -0.0437 -0.3915
71 H 1.1894 -0.2601 -0.2481
72 H 0.0122 0.4461 0.3901
73 O -2.2519 -2.3530 -4.6904
74 H -1.6751 -2.1599 -3.9513
75 H -2.0766 -3.2707 -4.8983
76 O -0.2748 4.0353 3.7140
77 H -0.0369 3.5461 2.9264
78 H -0.2176 3.3934 4.4217

Cartesian forces (eV/Å) of the 3 atoms listed first:
0.264 0.316 0.323
-0.270 -0.099 0.362
0.476 -0.156 0.043

Results
Frontier orbital gap ... 0.356 hartree
Maximum force ... 1.3 eV/Å
ΔE to the lowest compared entry with this formula, charge and spin ... 290.72 kJ/mol
E_HOMO ... -10.29 eV


No. 4
Molecular formula: H5ISi2
Method: DFT, ωB97M-V/def2-TZVPD

Geometry (Å):
1 Si 0.5109 -1.2346 0.6843
2 Si -0.4959 2.0274 -0.7381
3 I 1.0661 3.2546 0.7913
4 H 1.9024 -1.5951 0.8669
5 H -0.2425 -1.0555 1.9169
6 H -0.1963 -2.0237 -0.3187
7 H -1.6989 2.8475 -0.7507
8 H 0.1770 2.0840 -2.0307

Cartesian forces (eV/Å) of the 3 atoms listed first:
-0.819 1.195 -0.665
1.310 -0.573 1.124
-0.336 -0.183 -0.271

Results
Frontier orbital gap (alpha / beta) ... 0.235 / 0.258 hartree
Maximum force ... 1.8 eV/Å
ΔE to the lowest compared entry with this formula, charge and spin ... 274.52 kJ/mol
E_HOMO (alpha / beta) ... -7.96 / -8.18 eV


No. 5
Molecular formula: H5ISi2
Method: DFT, ωB97M-V/def2-TZVPD

Geometry (Å):
1 Si -1.6948 -2.6860 -0.2678
2 Si -0.5521 2.5503 0.2944
3 I -3.0492 -0.7538 0.9225
4 H -2.3499 -3.9346 -0.2615
5 H -0.4910 -2.9017 0.4489
6 H -1.6702 -2.0513 -1.6747
7 H -1.6653 1.8855 -0.4832
8 H 0.4848 2.2104 -0.6698

Cartesian forces (eV/Å) of the 3 atoms listed first:
-1.303 2.826 -0.882
-0.808 0.321 0.926
0.810 -1.362 -0.514

Results
Frontier orbital gap ... 0.283 hartree
Maximum force ... 3.2 eV/Å
ΔE to the lowest compared entry with this formula, charge and spin ... 253.44 kJ/mol
E_HOMO ... -8.62 eV


No. 6
Molecular formula: H5N2P
Method: DFT, ωB97M-V/def2-TZVPD

Geometry (Å):
1 N -1.3564 0.0511 0.1046
2 N 1.2076 -0.2566 0.4054
3 P -0.0301 0.9215 0.3000
4 H -1.8857 -0.0725 0.9225
5 H -1.3477 -0.6247 -0.5643
6 H 2.2610 -0.0927 0.3515
7 H 0.9542 -1.1708 -0.0743
8 H 0.1973 1.2446 -1.4455

Cartesian forces (eV/Å) of the 3 atoms listed first:
-1.019 0.974 0.994
1.199 -2.057 -0.500
3.571 2.589 -2.964

Results
Frontier orbital gap ... 0.344 hartree
Maximum force ... 5.3 eV/Å
ΔE to the lowest compared entry with this formula, charge and spin ... 70.59 kJ/mol
E_HOMO ... -8.36 eV